Model A:
# C30H53AuNP2

A molecular structure, C30H53AuNP2 (wB97M-V/def2-TZVPD, OMol25).

Each line ends with the Löwdin spin population.
Cartesian coordinates (Å):
1 Au -0.23831 0.17637 0.16213  0.435
2 C -1.96199 1.74939 0.29262  0.164
3 C -2.36309 0.80943 -0.75977  0.207
4 C -2.20137 -0.40595 1.25391  0.190
5 C -1.95414 1.00928 1.54389  0.200
6 C -2.49377 -0.53421 -0.17422  0.188
7 C -2.02097 3.26102 0.15887  0.014
8 H -1.69454 3.64390 -0.82969  0.001
9 H -1.41823 3.80925 0.90785  0.001
10 H -3.06539 3.63125 0.29169  0.008
11 C -1.94008 1.60408 2.90120  0.029
12 H -1.74461 2.68862 2.93531  0.000
13 H -1.20946 1.14302 3.58472  0.007
14 H -2.92107 1.46800 3.40070  0.012
15 C -2.43451 -1.47666 2.27978  0.021
16 H -3.51583 -1.57564 2.53127  0.012
17 H -1.92710 -1.27598 3.23184  0.001
18 H -2.10260 -2.48980 1.97608  0.003
19 C -3.35736 -1.67230 -0.65423  0.022
20 H -4.41837 -1.43247 -0.41668  0.012
21 H -3.17355 -2.63084 -0.12954  0.002
22 H -3.37187 -1.92630 -1.73353  0.002
23 C -3.15207 1.32528 -1.88756  0.032
24 H -4.10340 1.74050 -1.48117  0.016
25 H -3.49097 0.57815 -2.62126  0.001
26 H -2.70737 2.18022 -2.43779  0.005
27 C 1.24987 0.58121 -3.25011  0.000
28 C 0.23679 1.44669 -3.40182  0.001
29 C -0.34694 1.79859 -4.73298  0.000
30 C -1.21579 0.64838 -5.28475  0.000
31 C -1.25988 -0.56179 -4.39215  0.000
32 C -0.22314 -1.41504 -4.30788  0.000
33 C 1.06837 -1.19746 -5.03057  0.000
34 C 1.93650 -0.09010 -4.40036  0.000
35 H 0.45840 2.03509 -5.44418  0.000
36 H -0.80118 0.35434 -6.26249  0.000
37 H -0.93211 2.73641 -4.65426  0.000
38 H 2.20948 0.65148 -5.16318  0.000
39 H 1.65430 0.22247 -2.29330  0.000
40 H -0.29966 1.95595 -2.58601  0.000
41 H 2.90181 -0.50907 -4.05839  0.000
42 H 1.62051 -2.14793 -5.13058  0.000
43 H -0.37002 -2.42734 -3.90890  0.000
44 H 0.86508 -0.92508 -6.07715  0.000
45 H -2.22556 0.99386 -5.56309  0.000
46 H -2.24590 -0.89889 -4.03158  0.000
47 P 1.37755 1.88197 0.75920  0.071
48 C 1.08736 2.76031 2.36430  0.010
49 H 1.96545 3.38625 2.59444  0.003
50 H 0.94382 2.09591 3.22462  0.000
51 H 0.22656 3.44431 2.31251  0.000
52 C 3.12857 1.41827 1.02047  0.009
53 H 3.69018 2.26902 1.44371  0.002
54 H 3.62975 1.12929 0.08570  0.000
55 H 3.23712 0.59307 1.71773  0.000
56 C 1.65367 3.43955 -0.19730  0.012
57 H 2.15615 3.25719 -1.15609  0.000
58 H 2.31658 4.11584 0.38053  0.003
59 H 0.72288 3.99321 -0.39244  0.000
60 P 0.64356 -2.04022 -0.05667  0.061
61 C -0.49612 -3.45794 -0.44781  0.012
62 H 0.10493 -4.30286 -0.83222  0.002
63 H -1.29227 -3.25797 -1.16418  0.000
64 H -1.01816 -3.82859 0.45954  0.000
65 C 2.32206 -2.42796 -0.73465  0.011
66 H 2.30696 -2.62967 -1.81433  0.000
67 H 2.73711 -3.35360 -0.28838  0.002
68 H 3.05416 -1.63014 -0.53559  0.000
69 C 1.07363 -2.98973 1.47721  0.005
70 H 1.30263 -4.04042 1.23897  0.002
71 H 0.26655 -2.99767 2.21159  0.000
72 H 1.97067 -2.60802 1.95664  0.000
73 C -1.06743 -0.43237 5.01176  0.001
74 C 0.16545 -0.48644 3.95819  0.013
75 C 1.14920 -0.75582 4.89317  0.005
76 C 2.37265 -0.91602 4.26131  0.005
77 C 2.17355 -0.77867 2.89411  0.011
78 C 3.60875 -1.31341 2.41117  0.000
79 N 0.80359 -0.43241 2.69392  0.172
80 H -2.09297 -0.18389 4.80628  0.000
81 H -0.80287 0.31268 5.79354  0.000
82 H -1.11961 -1.41701 5.52272  0.000
83 H 1.11448 -0.88046 5.96058  0.001
84 H 3.25138 -1.19399 4.83080  0.001
85 H 4.43668 -0.68312 2.80974  0.000
86 H 3.85451 -2.31356 2.83073  0.000
87 H 3.74242 -1.39426 1.34179  0.000

The calculation puts the molecular weight at 686.68 g/mol. The calculation puts the HOMO-LUMO gap (alpha / beta) at 7.4 / 4.0 eV. Its HOMO energy (alpha / beta) is -9.18 / -9.18 eV. The expectation value of S² is 2.014. As for the LUMO energy (alpha / beta): -1.819 / -5.131 eV. The multiplicity is 3. As for the net charge: +1.

Model B:
# C30H53AuNP2

A molecular structure, C30H53AuNP2 (wB97M-V/def2-TZVPD, OMol25).

Each line ends with the Löwdin spin population.
Cartesian coordinates (Å):
1 Au 0.74084 -0.00552 0.01698  0.008
2 C -2.23140 1.75960 0.33025  0.009
3 C -2.73724 0.88107 -0.64753  0.288
4 C -2.41978 -0.32623 1.27444  0.124
5 C -2.11024 1.04994 1.53671  0.278
6 C -2.84466 -0.41251 -0.05341  0.102
7 C -2.08487 3.20776 0.17141  -0.013
8 H -1.67510 3.40312 -0.80981  -0.002
9 H -1.40448 3.58278 0.92383  -0.001
10 H -3.06104 3.67746 0.28574  -0.004
11 C -2.01315 1.67682 2.85280  0.051
12 H -1.86876 2.75330 2.77770  0.000
13 H -1.16570 1.24566 3.38204  0.013
14 H -2.94648 1.55001 3.41753  0.016
15 C -2.50101 -1.45203 2.20086  0.014
16 H -3.52827 -1.59322 2.53021  0.005
17 H -1.85595 -1.28427 3.04723  0.000
18 H -2.13282 -2.36041 1.74197  0.002
19 C -3.48135 -1.58318 -0.66883  0.011
20 H -4.57232 -1.60666 -0.59361  0.004
21 H -3.09168 -2.46847 -0.18728  0.001
22 H -3.16148 -1.58398 -1.70194  0.002
23 C -3.29565 1.30990 -1.93903  0.053
24 H -4.28919 1.81108 -1.90320  0.019
25 H -3.38269 0.45772 -2.62017  0.002
26 H -2.57205 2.00146 -2.38530  0.009
27 C 1.30188 0.63823 -3.16902  0.001
28 C 0.26549 1.49652 -3.31135  0.001
29 C -0.33912 1.72392 -4.66025  0.000
30 C -1.19661 0.59207 -5.29684  0.000
31 C -1.33953 -0.67854 -4.51909  0.000
32 C -0.30318 -1.52455 -4.40828  0.000
33 C 1.02052 -1.18747 -5.02990  0.000
34 C 1.87034 -0.08885 -4.34451  0.000
35 H 0.44267 1.95454 -5.40017  0.000
36 H -0.82413 0.41881 -6.32454  0.000
37 H -0.99400 2.60384 -4.59456  0.000
38 H 2.13452 0.63250 -5.13348  0.000
39 H 1.74110 0.48403 -2.17952  0.001
40 H -0.09234 2.06248 -2.45622  0.000
41 H 2.81228 -0.56316 -4.03574  0.000
42 H 1.64641 -2.08659 -4.99711  0.000
43 H -0.34317 -2.47151 -3.85475  0.000
44 H 0.91662 -0.91996 -6.09656  0.000
45 H -2.20135 1.01966 -5.39400  0.000
46 H -2.33093 -0.84152 -4.07256  0.000
47 P 1.49619 2.07731 0.77633  0.001
48 C 1.12824 2.78727 2.38561  0.000
49 H 1.94411 3.42099 2.73078  0.000
50 H 0.97369 2.00159 3.11672  0.001
51 H 0.23623 3.40373 2.34054  0.000
52 C 3.22470 1.60931 0.94527  0.001
53 H 3.87265 2.40499 1.29344  0.000
54 H 3.59792 1.26058 -0.01220  0.000
55 H 3.22454 0.78099 1.64358  0.001
56 C 1.63955 3.50230 -0.29571  0.001
57 H 2.06643 3.18240 -1.23824  0.000
58 H 2.29559 4.23441 0.16759  0.000
59 H 0.65833 3.92898 -0.46519  0.000
60 P 0.72405 -2.31370 0.02114  0.000
61 C -0.49058 -3.47994 -0.61410  0.000
62 H -0.02756 -4.37406 -1.03161  0.000
63 H -1.13204 -3.01938 -1.35086  0.000
64 H -1.11882 -3.80638 0.21695  0.000
65 C 2.31056 -2.49522 -0.85012  0.000
66 H 2.16529 -2.56139 -1.92141  0.000
67 H 2.86396 -3.36522 -0.51373  0.000
68 H 2.92093 -1.60801 -0.67880  0.000
69 C 1.03128 -3.24756 1.53100  0.000
70 H 1.11038 -4.31578 1.36216  0.000
71 H 0.21645 -3.10014 2.22761  0.000
72 H 1.92350 -2.91973 2.03795  0.001
73 C -0.90497 -0.46455 4.94245  0.054
74 C 0.49546 -0.58900 4.50421  0.282
75 C 1.46548 -0.79947 5.49528  0.119
76 C 2.66536 -0.98216 4.81165  0.138
77 C 2.35239 -0.89379 3.43290  0.278
78 C 3.40179 -1.24058 2.46220  0.051
79 N 1.03756 -0.60905 3.24816  0.004
80 H -1.67089 -0.18554 4.18109  0.000
81 H -0.93327 0.35049 5.70453  0.015
82 H -1.22055 -1.44246 5.38363  0.019
83 H 1.15286 -0.86959 6.51039  0.002
84 H 3.68091 -1.16584 5.10231  0.003
85 H 4.26468 -0.57145 2.65680  0.014
86 H 3.70340 -2.28996 2.67709  0.017
87 H 3.15329 -1.19105 1.36150  0.000

The calculation puts the molecular weight at 686.68 g/mol. The calculation puts the HOMO-LUMO gap (alpha / beta) at 7.9 / 5.3 eV. Its HOMO energy (alpha / beta) is -9.64 / -9.54 eV. The expectation value of S² is 2.028. As for the LUMO energy (alpha / beta): -1.764 / -4.249 eV. The multiplicity is 3. As for the net charge: +1.

Which of them is most stable? Easy: model B.

Model A:
# C2H4OS2

C2H4OS2 in the gas phase (wB97M-V/def2-TZVPD, OMol25).

Each line ends with the Mulliken charge.
Cartesian coordinates (Å):
1 O 1.27432 -1.05927 0.25983  -0.384
2 C 0.47606 -0.30024 -0.55642  0.228
3 S -0.07346 -0.86512 -2.03014  -0.241
4 C -0.03081 0.97083 0.22319  -0.560
5 S -1.29426 0.43391 1.51024  -0.150
6 H 1.39726 -1.90742 -0.31653  0.348
7 H -0.63653 1.53852 -0.53837  0.313
8 H 0.81968 1.46555 0.76759  0.320
9 H -1.93227 -0.27676 0.68060  0.127

As for the SMILES: OC(=S)CS. The calculation puts the molecular weight at 108.19 g/mol. The calculation puts the HOMO-LUMO gap at 9.1 eV. Its HOMO energy is -9.32 eV. As for the LUMO energy: -0.231 eV.

Model B:
# C2H4OS2

C2H4OS2 in the gas phase (wB97M-V/def2-TZVPD, OMol25).

Each line ends with the Mulliken charge.
Cartesian coordinates (Å):
1 S 1.51452 -1.47373 1.19017  -0.256
2 C 0.30779 -0.22381 0.82488  -0.313
3 O 0.66204 1.11140 0.53484  -0.302
4 C 0.06567 0.53477 -0.55355  0.107
5 S -1.74905 0.65447 -0.65268  -0.273
6 H 1.21066 -2.41077 0.13013  0.145
7 H -0.64799 -0.20621 1.37944  0.375
8 H 0.50819 0.20833 -1.47048  0.391
9 H -1.87183 1.80556 -1.38277  0.126

As for the SMILES: S[C@H]1O[C@@H]1S. The calculation puts the molecular weight at 108.19 g/mol. The calculation puts the HOMO-LUMO gap at 10.2 eV. Its HOMO energy is -9.52 eV. As for the LUMO energy: 0.642 eV.

Which of them is most stable? Easy: model A.

Model A:
# C2H4OS2

C2H4OS2 in the gas phase (wB97M-V/def2-TZVPD, OMol25).

Each line ends with the Mulliken charge.
Cartesian coordinates (Å):
1 C 0.07937 0.51107 0.05478  0.495
2 C -0.64372 -0.80483 0.07583  -0.881
3 O -0.72992 1.55491 0.10653  -0.385
4 S 2.37584 -1.07564 -0.31583  -0.418
5 S 1.75776 0.74523 -0.19274  -0.018
6 H -0.20424 -1.54025 -0.73424  0.336
7 H -1.60024 -0.43905 -0.13126  0.313
8 H -0.71146 -1.30787 1.14261  0.252
9 H -0.32339 2.35643 -0.00567  0.308

The calculation puts the molecular weight at 108.19 g/mol. The calculation puts the HOMO-LUMO gap (alpha / beta) at 7.5 / 7.5 eV. Its HOMO energy (alpha / beta) is -7.72 / -7.72 eV. As for the LUMO energy (alpha / beta): -0.250 / -0.251 eV.

Model B:
# C2H4OS2

C2H4OS2 in the gas phase (wB97M-V/def2-TZVPD, OMol25).

Each line ends with the Mulliken charge.
Cartesian coordinates (Å):
1 C -0.56937 0.71496 -0.56282  -0.990
2 C 0.33446 -0.40372 -0.86580  0.313
3 S 0.74352 -1.01382 -2.29669  -0.243
4 S 1.14672 -1.18819 0.66220  0.107
5 O 0.49938 -0.26029 1.88240  -0.467
6 H -0.04514 1.46987 0.02415  0.299
7 H -1.41339 0.36726 0.03524  0.300
8 H -0.93593 1.15095 -1.49104  0.343
9 H 0.23976 -0.83704 2.61237  0.338

As for the SMILES: CC(=S)SO. The calculation puts the molecular weight at 108.19 g/mol. The calculation puts the HOMO-LUMO gap at 8.7 eV. Its HOMO energy is -8.79 eV. As for the LUMO energy: -0.082 eV.

Model C:
# C2H4OS2

2 unconnected molecules or ions with the total composition C2H4OS2 (wB97M-V/def2-TZVPD, OMol25).

Each line ends with the Mulliken charge.
Cartesian coordinates (Å):
1 C 1.07261 1.13167 -0.27120  -0.495
2 C -0.75263 -0.65038 0.61440  -0.599
3 O -1.13624 -2.13702 -1.50068  -0.494
4 S 1.78828 1.80214 1.01930  -0.160
5 S -1.75121 -1.19660 -0.55974  0.385
6 H 1.67812 0.35999 -0.77032  0.363
7 H 0.11367 1.50491 -0.68568  0.302
8 H 0.31071 -0.87226 0.89394  0.386
9 H -1.32332 0.05754 1.25999  0.312

The calculation puts the molecular weight at 108.19 g/mol. The calculation puts the HOMO-LUMO gap at 8.0 eV. Its HOMO energy is -9.09 eV. As for the LUMO energy: -1.101 eV.

Model D:
# C2H4OS2

C2H4OS2 in the gas phase (wB97M-V/def2-TZVPD, OMol25).

Each line ends with the Mulliken charge.
Cartesian coordinates (Å):
1 O 0.94557 -0.84293 -0.61311  -0.492
2 C -0.05276 -0.20231 -0.56673  0.702
3 S -0.50360 0.64053 -2.02132  -0.190
4 C -0.67568 0.20034 0.76263  -0.815
5 S 0.51522 -0.26400 2.15461  -0.201
6 H -1.70340 1.00876 -1.62264  0.125
7 H -1.64483 -0.28986 1.04046  0.335
8 H -0.89022 1.23991 0.86317  0.387
9 H 0.85865 -1.22797 1.31592  0.149

As for the SMILES: O=C(S)CS. The calculation puts the molecular weight at 108.19 g/mol. The calculation puts the HOMO-LUMO gap at 9.6 eV. Its HOMO energy is -9.20 eV. As for the LUMO energy: 0.413 eV.

Which of them is most stable? Easy: model D.